{
  "formula": "C28H80O13Zr",
  "method": "wB97M-V/def2-TZVPD",
  "homo_lumo_gap_ev": [6.6, 7.4],
  "s_squared": 0.75,
  "max_force_ha_per_bohr": 0.1473,
  "total_charge": 1,
  "multiplicity": 2,
  "energy_ha": -2139.56386,
  "species": ["Zr", "C", "C", "C", "O", "H", "H", "H", "H", "H", "H", "H", "C", "C", "C", "O", "H", "H", "H", "H", "H", "H", "H", "C", "C", "O", "H", "H", "H", "H", "H", "H", "C", "C", "O", "H", "H", "H", "H", "H", "H", "C", "C", "O", "H", "H", "H", "H", "H", "H", "C", "C", "O", "H", "H", "H", "H", "H", "H", "C", "C", "O", "H", "H", "H", "H", "H", "H", "C", "C", "O", "H", "H", "H", "H", "H", "H", "C", "C", "O", "H", "H", "H", "H", "H", "H", "C", "C", "O", "H", "H", "H", "H", "H", "H", "C", "C", "O", "H", "H", "H", "H", "H", "H", "C", "C", "O", "H", "H", "H", "H", "H", "H", "C", "C", "O", "H", "H", "H", "H", "H", "H"],
  "coordinates": [[-5.493200, 2.541080, 10.062530], [-4.810940, 1.117000, 5.908190], [-4.952420, 2.543390, 6.516100], [-6.192220, 3.258860, 5.871540], [-5.026910, 2.612750, 7.923430], [-4.647350, 1.107980, 4.830570], [-5.680560, 0.479580, 6.068030], [-3.976070, 0.570090, 6.346340], [-4.111270, 3.133420, 6.152180], [-6.184350, 4.317390, 6.131460], [-7.179260, 2.886980, 6.146420], [-6.148100, 3.135290, 4.789470], [-9.462830, 0.160470, 10.202970], [-8.119450, 0.178960, 9.419700], [-8.314360, 0.121150, 7.890230], [-7.192840, 1.140130, 9.724670], [-9.360320, 0.184730, 11.287860], [-9.954860, -0.795950, 10.026090], [-10.120240, 0.998010, 9.969660], [-7.681250, -0.789240, 9.661880], [-8.669340, 1.069130, 7.486000], [-9.134640, -0.572230, 7.704590], [-7.396330, -0.130770, 7.359330], [-3.668580, 6.466120, 5.347300], [-4.982010, 6.743970, 4.563520], [-4.711640, 7.066770, 3.248920], [-2.885000, 7.184420, 5.106170], [-3.345650, 5.479630, 5.014640], [-3.856080, 6.504130, 6.420380], [-5.531740, 7.597250, 4.960770], [-5.730850, 5.960020, 4.676440], [-4.428770, 6.254500, 2.822520], [-4.318960, -1.162790, 9.019500], [-3.519730, -0.083710, 9.791410], [-4.409560, 0.709850, 10.572940], [-4.909880, -1.659030, 9.789350], [-3.747220, -1.975530, 8.571530], [-4.982710, -0.777900, 8.245290], [-2.983970, 0.549010, 9.083790], [-2.878770, -0.701980, 10.419920], [-4.313930, 0.240400, 11.404850], [-1.428440, 2.286260, 3.770090], [0.091370, 2.354340, 3.911460], [0.503410, 3.498050, 4.559290], [-1.902240, 1.372520, 3.411340], [-1.809560, 3.013950, 3.053630], [-1.945110, 2.485250, 4.709000], [0.555650, 2.319950, 2.925890], [0.487910, 1.521970, 4.492850], [1.461460, 3.436940, 4.556750], [-9.063330, 4.013650, 10.399900], [-8.135870, 4.203140, 9.170820], [-6.835640, 4.402400, 9.683710], [-9.320250, 4.932560, 10.926880], [-8.695990, 3.241570, 11.075950], [-9.995720, 3.628120, 9.987460], [-8.331200, 5.076640, 8.548780], [-8.122220, 3.334420, 8.512600], [-6.901310, 5.246500, 10.136260], [-10.732760, 3.003740, 5.920360], [-11.205150, 4.368880, 6.496830], [-10.894550, 5.494510, 5.589330], [-9.657810, 3.035610, 5.742640], [-11.251610, 2.885300, 4.969120], [-11.042060, 2.169520, 6.550040], [-10.667840, 4.537630, 7.430060], [-12.257320, 4.248470, 6.754790], [-10.873020, 6.302940, 6.106610], [-8.223990, 4.893150, 3.393060], [-9.449380, 5.264150, 2.535540], [-10.607370, 4.596810, 2.997000], [-8.322040, 5.282110, 4.406570], [-7.336900, 5.304360, 2.911320], [-8.045300, 3.824470, 3.511780], [-9.161000, 5.092280, 1.498530], [-9.715680, 6.308900, 2.695820], [-10.627770, 4.892010, 3.910260], [-0.545910, 2.471960, 8.293000], [-0.405060, 1.044320, 7.769920], [-0.454910, 0.108790, 8.828170], [-1.601440, 2.532510, 8.558140], [-0.261700, 3.191710, 7.525360], [0.046290, 2.592010, 9.200190], [0.578120, 0.806540, 7.363830], [-1.214090, 0.737140, 7.107180], [-0.177230, -0.771040, 8.562860], [-1.947980, -2.055280, 6.025450], [-0.764920, -2.058040, 5.020610], [0.330260, -2.872000, 5.378640], [-2.199430, -3.079740, 6.299960], [-2.784040, -1.546670, 5.545430], [-1.680540, -1.434460, 6.880530], [-0.475360, -1.024390, 4.831290], [-1.110770, -2.499350, 4.085870], [0.727520, -3.259310, 4.595200], [-9.006210, -0.722070, 4.073210], [-8.000670, 0.367140, 3.655630], [-7.881800, 0.477160, 2.282200], [-8.528530, -1.697640, 3.982790], [-9.906960, -0.737640, 3.459610], [-9.301890, -0.600860, 5.115320], [-7.053870, 0.048020, 4.091320], [-8.395320, 1.296270, 4.066830], [-8.724570, 0.801430, 1.956350], [-4.094020, 2.392560, 1.603080], [-4.712780, 3.502500, 2.493210], [-4.710520, 4.813110, 1.885780], [-4.002580, 1.458830, 2.157950], [-3.108510, 2.750180, 1.304770], [-4.729990, 2.238960, 0.731270], [-4.188090, 3.567810, 3.446380], [-5.761720, 3.211710, 2.550390], [-5.104080, 4.633710, 1.028740], [-6.892650, -3.260700, 7.345700], [-6.177750, -2.791510, 6.076280], [-6.657810, -3.548300, 5.035490], [-6.634420, -4.280180, 7.632190], [-7.965130, -3.243620, 7.151810], [-6.671180, -2.653000, 8.223060], [-5.101420, -2.936600, 6.168810], [-6.354570, -1.732010, 5.891110], [-6.364200, -4.450790, 5.180100]],
  "forces_ev_per_angstrom": [[-3.129, -2.723, -6.338], [0.053, -0.037, 0.859], [-1.516, 0.067, -1.215], [0.492, -0.262, 0.328], [0.025, -0.223, 3.685], [0.037, 0.478, -0.045], [-0.276, 0.249, 0.190], [0.250, 0.115, 0.137], [0.395, 0.027, 0.288], [0.125, 0.057, -0.132], [0.117, -0.483, 0.412], [0.157, 0.249, 0.012], [0.454, 0.426, 0.007], [-0.553, -1.253, -0.603], [-0.812, 0.347, 0.578], [2.808, 3.750, 1.900], [0.561, 0.109, 0.070], [-0.169, 0.143, -0.377], [-0.114, -0.056, -0.346], [0.286, -0.369, 0.193], [0.055, 0.313, 0.111], [0.279, -0.358, -0.340], [-0.103, -0.224, 0.141], [-1.152, -0.090, -0.443], [0.270, 1.053, 1.214], [0.052, 0.299, -0.538], [-0.217, 0.072, -0.111], [0.358, -0.149, 0.359], [0.119, -0.304, 0.103], [0.298, 0.357, 0.307], [0.237, -0.687, -0.152], [-0.047, -0.069, -0.576], [-0.517, 0.233, 0.557], [0.471, -2.175, -3.150], [0.460, 0.253, 1.193], [-0.416, -0.119, -0.105], [0.578, 0.382, 0.058], [-0.016, 0.251, 0.161], [0.213, 0.029, 0.509], [0.433, 0.910, 0.300], [-0.791, 0.466, 0.747], [-0.542, 0.495, 0.049], [-0.640, -1.634, -0.726], [0.123, 1.487, 0.693], [0.804, -0.504, -0.014], [0.334, 0.378, 0.107], [0.220, 0.180, 0.300], [-0.083, -0.234, -0.287], [-0.271, -0.635, -0.124], [0.118, 0.435, 0.192], [-0.621, -0.173, -1.617], [-1.481, -0.271, 0.516], [1.893, -0.339, 0.543], [0.329, 0.057, 0.005], [0.205, 0.109, -0.076], [-0.266, -0.016, 0.216], [-0.508, -0.002, 0.079], [0.080, -0.065, 0.255], [0.631, 0.136, 0.342], [-0.541, 1.488, -0.474], [0.911, -0.464, -0.066], [-0.492, -1.592, 0.960], [0.007, -0.258, 0.018], [0.229, -0.200, -0.168], [0.184, 0.166, 0.226], [0.020, 0.167, 0.168], [-0.200, 0.621, -0.345], [-0.111, 0.042, -0.011], [-0.018, 0.360, -0.246], [0.613, 0.095, 1.155], [0.164, -0.878, -0.847], [0.067, 0.214, 0.032], [0.199, 0.198, 0.235], [-0.359, -0.223, -0.351], [-0.810, -0.244, -0.118], [0.755, 0.465, -0.496], [-0.576, -0.005, 0.335], [-0.277, -1.261, -0.069], [1.051, -0.897, -0.091], [-0.801, -0.195, 2.020], [-0.099, 0.680, 0.055], [-0.194, 0.025, 0.104], [0.106, 0.074, -0.141], [-0.034, 0.829, -0.974], [0.078, 0.615, -0.699], [0.142, 0.141, -0.328], [1.265, 0.133, -0.585], [-0.955, -0.536, -0.729], [0.285, 0.092, 1.180], [-0.121, 0.150, 0.161], [-0.136, -0.191, -0.084], [-0.043, -0.319, 0.325], [0.240, 0.136, -0.016], [-0.511, 0.455, -0.230], [-0.097, 0.121, 0.000], [0.407, -0.324, -0.047], [-1.483, -0.853, 1.205], [0.537, 0.085, -1.030], [-0.114, -0.131, -0.061], [-0.021, 0.214, -0.045], [-0.018, 0.077, 0.082], [0.251, 0.599, -0.159], [0.537, 0.404, 0.320], [-0.058, 0.009, -0.230], [0.147, 1.316, 0.398], [-0.292, -0.715, -0.984], [0.437, -1.474, -0.034], [-0.066, 0.017, -0.044], [0.063, -0.343, -0.260], [0.119, -0.106, -0.051], [-0.286, 0.118, 0.040], [-0.115, 0.023, 0.953], [-0.037, 0.604, -0.344], [0.027, 0.423, 0.306], [0.222, -0.197, 1.752], [-0.398, -0.427, -1.712], [0.155, -0.134, -0.269], [-0.032, 0.098, 0.107], [-0.053, 0.213, 0.007], [0.328, 0.220, 0.148], [-0.188, -0.028, -0.190], [-0.094, -0.150, -0.165]]
}